# 1
A gas-phase ion, C16H20NO (charge +1) at a distorted geometry. Source: OMol25; level of theory: ωB97M-V/def2-TZVPD.

## Properties
HOMO level, eV: -12.06
F_max, eV/A: 5.8
SMILES: COc1ccc([NH2+]C(C)(C)c2ccccc2)cc1
Total energy, hartree: -751.41364
Net charge: +1
Gap between HOMO and LUMO, eV: 9.42

```
38
C16H20NO | OMol25 | ωB97M-V/def2-TZVPD
C -2.82804 1.08311 -2.43244
O -2.12227 -0.17194 -2.38124
C -1.98714 -0.80670 -1.19095
C -1.42777 -2.10698 -1.26534
C -1.27825 -2.84722 -0.11664
C -1.56923 -2.27192 1.12491
N -0.88344 -2.99669 2.22660
C -2.21386 -1.05150 1.22205
C -2.40222 -0.28277 0.05949
H -2.84789 1.29123 -3.50027
H -3.84629 0.98847 -2.03384
H -2.26832 1.85470 -1.89060
H -1.14120 -2.49882 -2.23684
H -0.86372 -3.86067 -0.18142
H 0.10316 -2.75739 2.11060
H -0.90244 -3.94248 1.83599
H -2.55926 -0.67224 2.18233
H -2.87789 0.70583 0.12492
C -0.30419 -4.09984 4.18294
C -1.20815 -3.04486 3.54998
C -2.63548 -3.53344 3.66075
C -0.93280 -1.68876 4.15870
C -1.96585 -0.94466 4.71559
C -1.71107 0.34864 5.18708
C -0.41426 0.86946 5.14403
C 0.63607 0.07267 4.66152
C 0.38158 -1.21935 4.18134
H 0.74045 -3.95996 3.90425
H -0.39588 -4.01839 5.26280
H -0.62816 -5.09172 3.85228
H -3.36797 -2.85441 3.21044
H -2.71505 -4.50870 3.16306
H -2.84305 -3.66258 4.72695
H -2.95641 -1.38780 4.82410
H -2.52909 0.91806 5.63181
H -0.22298 1.90550 5.44802
H 1.66455 0.43926 4.70202
H 1.21619 -1.87142 3.89334
```

---

# 2
A molecular structure, C16H21BIN6OsS4. Source: OMol25; level of theory: ωB97M-V/def2-TZVPD.

## Properties
HOMO level, eV: -16.18
F_max, eV/A: 0.1
Total energy, hartree: -2956.01571
Net charge: +3
Gap between HOMO and LUMO, eV: 5.49

```
50
C16H21BIN6OsS4 | OMol25 | ωB97M-V/def2-TZVPD
Os -0.10847 -0.83516 -0.27979
C 2.20158 2.23251 -3.95174
N 1.82433 2.49029 -2.55421
C 1.95128 3.70091 -1.91369
C 1.45582 3.54301 -0.66167
N 1.04101 2.23334 -0.53191
B 0.37035 1.62107 0.71482
N 1.33173 1.20675 1.84313
C 1.86104 2.06472 2.78648
C 2.60760 1.32993 3.64605
N 2.51691 0.01870 3.23822
C 3.19588 -1.11491 3.88172
C 1.74123 -0.02234 2.15341
S 1.34959 -1.46635 1.24064
C 1.26614 1.62962 -1.69965
S 0.90496 -0.04547 -2.04957
H 3.09085 2.81321 -4.17894
H 1.38852 2.52552 -4.61197
H 2.42837 1.17756 -4.07925
H 2.37876 4.56021 -2.40182
H 1.36792 4.25559 0.13963
H -0.43443 2.38847 1.14781
H -0.50828 0.71040 0.37965
H 1.65335 3.12029 2.78360
H 3.18137 1.61912 4.50991
H 3.27896 -0.90575 4.94407
H 4.18655 -1.24281 3.45126
H 2.60710 -2.01794 3.74501
S -2.32450 -1.24634 -0.24493
C -3.35281 0.11481 0.20360
N -4.46008 -0.11641 0.84646
C -5.41420 0.99877 0.97723
C -4.67405 2.26584 0.51913
S -3.14947 1.71173 -0.33544
H -4.70519 -1.04807 1.16383
H -5.72902 1.07282 2.01615
H -6.28702 0.78339 0.36170
H -4.38448 2.90464 1.34910
H -5.25735 2.84539 -0.19131
I 0.39162 -4.69973 -4.88843
C 0.13167 -4.39452 -2.85731
C -0.02544 -5.45380 -1.97012
C -0.21012 -5.17827 -0.62474
C -0.22186 -3.86802 -0.19614
N -0.05288 -2.83600 -1.04869
C 0.10896 -3.10414 -2.35625
H -0.00753 -6.47598 -2.32484
H -0.34618 -5.97412 0.09390
H -0.37610 -3.62661 0.84574
H 0.21603 -2.26589 -3.02982
```

---

# 3
A molecular structure, C16H21BrN2O3SSiSn. Source: OMol25; level of theory: ωB97M-V/def2-TZVPD.

## Properties
HOMO level, eV: -8.27
F_max, eV/A: 0.6
Total energy, hartree: -4433.65872
Gap between HOMO and LUMO, eV: 7.84

```
46
C16H21BrN2O3SSiSn | OMol25 | ωB97M-V/def2-TZVPD
Sn 1.78981 0.38047 -1.35077
C 6.59824 0.89669 -1.20880
Si 5.24167 -0.05687 -0.34123
C 5.20111 0.50703 1.44798
C 5.63611 -1.88989 -0.37857
O 3.80469 0.18650 -1.07283
H 7.55816 0.70929 -0.72111
H 6.40802 1.97108 -1.16832
H 6.69227 0.60838 -2.25718
H 6.18665 0.42399 1.91196
H 4.50180 -0.08974 2.03757
H 4.88355 1.54988 1.51722
H 6.54755 -2.12082 0.17728
H 5.76831 -2.24101 -1.40403
H 4.81585 -2.45745 0.06718
C -2.99102 -1.62168 1.11524
C -2.22702 -0.35677 1.30729
C -2.77128 0.86558 1.58415
C -1.90393 1.95158 1.76796
N -0.58491 1.83212 1.66730
C -0.06639 0.64996 1.36630
S 1.62940 0.38630 1.22759
N -0.88334 -0.42813 1.22609
C -2.42179 3.30460 2.12417
H -4.05914 -1.42373 1.08181
H -2.78146 -2.30840 1.93758
H -2.68952 -2.10216 0.18266
H -3.84147 0.98533 1.65601
H -0.43812 -1.28572 0.90953
H -3.50345 3.36418 2.03128
H -1.95245 4.04886 1.48245
H -2.12940 3.53317 3.15026
Br -3.45753 2.28314 -1.03022
C -3.66901 0.44042 -1.43218
C -4.98572 0.01356 -1.56881
C -5.26618 -1.30869 -1.86931
C -4.22478 -2.20787 -2.05320
C -2.91988 -1.77402 -1.90462
C -2.61041 -0.45207 -1.57490
C -1.14313 -0.12279 -1.36014
O -0.36003 -1.11401 -1.24396
O -0.77766 1.06230 -1.27585
H -5.78668 0.72774 -1.43899
H -6.29527 -1.62957 -1.96494
H -4.43171 -3.23779 -2.31143
H -2.09048 -2.45296 -2.04548
```

---

# 4
3 unconnected molecules or ions with the total composition C16H21ClN2O4P. Source: OMol25; level of theory: ωB97M-V/def2-TZVPD.

## Properties
HOMO level, eV: -12.15
F_max, eV/A: 0.6
Total energy, hartree: -1833.99704
Net charge: +1
Gap between HOMO and LUMO, eV: 8.63

```
45
C16H21ClN2O4P | OMol25 | ωB97M-V/def2-TZVPD
C 0.58629 2.55834 -1.10238
C 1.59002 3.11696 -0.09712
C 2.19376 1.96659 0.70192
Cl 3.43962 1.08541 -0.21573
P 2.98131 2.39275 2.27372
N 2.51777 3.90878 2.76619
C 2.63649 1.06344 3.49574
N 2.58399 -0.27980 2.98919
H 0.11505 3.34791 -1.67856
H -0.17865 1.99537 -0.56723
H 1.08899 1.87836 -1.78758
H 2.38216 3.66063 -0.60819
H 1.08131 3.81574 0.56637
H 1.42324 1.22765 0.93010
H 4.35286 2.47778 2.07965
H 2.75096 4.06654 3.74345
H 1.52285 4.07411 2.65369
H 3.39478 1.14462 4.27638
H 1.67511 1.33895 3.93111
H 1.70086 -0.53053 2.57474
H 3.34933 -0.55038 2.39229
C -2.22090 0.08398 -2.42800
C -2.92240 0.34432 -3.52824
C -4.33930 0.78947 -3.45229
O -4.97759 1.02916 -4.45014
C -4.94177 0.93170 -2.09901
C -4.23738 0.67503 -1.00040
C -2.82377 0.23779 -1.08354
O -2.17035 0.02176 -0.07752
H -1.19139 -0.25158 -2.45233
H -2.50621 0.24493 -4.52266
H -5.97472 1.25388 -2.06837
H -4.65322 0.77134 -0.00540
C 1.11683 -4.08563 -1.04977
C 0.92973 -5.21609 -0.37474
C -0.22110 -5.37694 0.55333
O -0.38637 -6.39986 1.17610
C -1.15775 -4.23016 0.68833
C -0.97189 -3.09928 0.01196
C 0.18449 -2.94076 -0.90502
O 0.36909 -1.90522 -1.51499
H 1.94523 -3.94459 -1.73250
H 1.59368 -6.06644 -0.46337
H -1.99123 -4.37468 1.36407
H -1.63985 -2.25137 0.09677
```